Arrangement 1

{
  "formula": "C2H3O3S2",
  "method": "ωB97M-V/def2-TZVPD",
  "species": ["C", "C", "O", "O", "O", "S", "S", "H", "H", "H"],
  "xyz": [[1.3719, -0.0220, 0.4357], [0.1902, -0.1541, -0.4985], [-1.6571, 0.3155, 1.4116], [-2.3144, 0.8816, -0.8701], [-1.5513, -1.4258, -0.3172], [1.7657, 1.6377, -0.2046], [-1.5338, 0.0191, -0.0010], [1.1077, -0.0810, 1.4569], [2.1810, -0.6976, 0.1811], [0.4401, -0.4734, -1.5940]],
  "charge": -1,
  "lumo_energy_ha": 0.1189,
  "e_homo_ev": -4.7
}

---

Arrangement 2

{
  "formula": "C2H3O3S2",
  "method": "ωB97M-V/def2-TZVPD",
  "species": ["C", "C", "O", "O", "O", "S", "S", "H", "H", "H"],
  "xyz": [[0.6170, -0.7559, -0.1718], [-0.5640, -1.3513, 0.4681], [-1.2619, 1.9843, 0.3794], [0.2529, 2.1101, -1.5613], [-0.7678, -2.5372, 0.4378], [1.4736, 0.5258, 0.8576], [0.0642, 2.2830, -0.0348], [1.2350, -1.5301, -0.4990], [0.2422, -0.0417, -0.9736], [-1.2912, -0.6870, 1.0976]],
  "charge": -1,
  "lumo_energy_ha": 0.1337,
  "e_homo_ev": -4.2
}

---

Arrangement 3

{
  "formula": "C2H3O3S2",
  "method": "ωB97M-V/def2-TZVPD",
  "species": ["C", "C", "O", "O", "O", "S", "S", "H", "H", "H"],
  "xyz": [[1.2499, 0.3008, 0.5665], [0.1459, 0.3877, -0.4087], [-1.4615, 0.4991, 1.3087], [-2.4203, 0.3256, -0.9411], [-1.2693, -1.6069, 0.0519], [0.8460, 1.9593, -0.2201], [-1.4428, -0.1625, 0.0273], [0.9295, 0.1483, 1.5142], [2.1326, -0.1912, 0.0732], [1.2900, -1.6602, -1.9720]],
  "charge": -1,
  "lumo_energy_ha": [0.0996, 0.1189],
  "e_homo_ev": [-4.1, -5.3]
}

---

What should be chosen as the least stable of them? Choose arrangement 3.

---

Arrangement 1

{
  "formula": "C2H7N2O",
  "method": "ωB97M-V/def2-TZVPD",
  "species": ["N", "C", "N", "H", "H", "H", "H", "C", "O", "H", "H", "H"],
  "xyz": [[-0.6067, 0.9731, 2.1604], [-1.0077, -0.2513, 1.5569], [-0.2356, -1.1380, 1.1437], [0.3158, 0.8808, 2.5601], [-0.5410, 1.6903, 1.4417], [-2.0558, -0.2002, 1.2031], [0.1752, -0.7548, 0.1507], [0.8061, -0.2493, -2.0554], [0.0867, 0.2104, -0.9842], [1.8300, 0.1776, -2.1080], [0.9142, -1.3530, -2.0508], [0.3190, 0.0145, -3.0183]],
  "charge": -1,
  "lumo_energy_ha": 0.1715,
  "e_homo_ev": -2.8
}

---

Arrangement 2

{
  "formula": "C2H7N2O",
  "method": "ωB97M-V/def2-TZVPD",
  "species": ["C", "O", "H", "H", "H", "N", "C", "N", "H", "H", "H", "H"],
  "xyz": [[0.5089, 1.8323, 0.2863], [1.6451, 1.0789, -0.0622], [-0.3204, 1.6597, -0.4660], [0.1097, 1.5440, 1.2541], [0.8168, 2.9002, 0.3512], [0.6362, -1.2957, -0.2528], [-0.7040, -1.5409, -0.3149], [-1.6506, -0.6387, -0.1796], [1.2005, -2.1636, -0.1546], [1.3411, 0.1517, -0.1936], [-1.0660, -2.5569, -0.5575], [-2.5173, -0.9709, 0.2896]],
  "charge": -1,
  "lumo_energy_ha": 0.1719,
  "e_homo_ev": -2.9
}

---

What should be chosen as the least stable of them? Choose arrangement 1.

---

Arrangement 1

{
  "formula": "C2H7N2O",
  "method": "ωB97M-V/def2-TZVPD",
  "species": ["C", "C", "N", "N", "O", "H", "H", "H", "H", "H", "H", "H"],
  "xyz": [[-0.2884, -1.1689, -1.2295], [-0.0868, 0.0944, -0.4844], [0.7248, 1.4923, 1.5709], [-0.2829, -0.0156, 1.0334], [-1.5073, 0.1761, 1.2395], [-1.2695, -1.5371, -1.1220], [-0.1503, -1.0041, -2.2736], [0.3233, -2.0640, -0.9234], [0.9693, 0.4465, -0.6806], [-0.7803, 0.7085, -1.0419], [0.6697, 1.5595, 2.5491], [1.6784, 1.3123, 1.3625]],
  "charge": -1,
  "lumo_energy_ha": [0.1632, 0.1632],
  "e_homo_ev": [-1.7, -1.7]
}

---

Arrangement 2

{
  "formula": "C2H7N2O",
  "method": "ωB97M-V/def2-TZVPD",
  "species": ["C", "O", "H", "H", "H", "N", "C", "N", "H", "H", "H", "H"],
  "xyz": [[0.5636, 1.7564, -1.8674], [-0.2972, 1.1533, -1.0092], [0.2642, 1.7144, -2.9410], [0.7225, 2.8417, -1.6589], [1.5917, 1.3223, -1.8662], [-0.7846, -2.0505, 2.0316], [-0.5283, -1.0392, 1.0772], [0.5698, -0.9235, 0.4913], [0.0816, -2.5304, 2.2392], [-1.2497, -1.7270, 2.8666], [-1.3846, -0.4013, 0.8384], [0.4511, -0.1162, -0.2014]],
  "charge": -1,
  "lumo_energy_ha": 0.1579,
  "e_homo_ev": -2.6
}

---

What should be chosen as the least stable of them? Choose arrangement 1.

---

Arrangement 1

{
  "formula": "C18H23NO3",
  "method": "ωB97M-V/def2-TZVPD",
  "species": ["C", "C", "C", "C", "C", "C", "C", "H", "H", "C", "C", "C", "O", "O", "H", "C", "N", "C", "C", "C", "C", "H", "H", "C", "C", "C", "O", "H", "H", "H", "H", "H", "H", "H", "H", "H", "H", "H", "H", "H", "H", "H", "H", "H", "H"],
  "xyz": [[-4.3802, -3.6215, 0.3513], [-3.6225, -2.3540, 0.1134], [-4.1900, -1.1217, 0.3727], [-3.4724, 0.0506, 0.1437], [-2.1615, 0.0023, -0.3565], [-1.5991, -1.2544, -0.6127], [-2.3145, -2.4033, -0.3813], [-1.8661, -3.3651, -0.5823], [-0.5876, -1.3027, -0.9791], [-1.4858, 1.2558, -0.5807], [-2.1401, 2.4025, -0.2937], [-3.4927, 2.4280, 0.2306], [-4.1116, 3.4259, 0.5066], [-4.0983, 1.2167, 0.4223], [-1.6883, 3.3715, -0.4403], [-0.0931, 1.2762, -1.1481], [0.8304, 0.5153, -0.3198], [0.9586, 1.0520, 1.0234], [1.8185, 2.3160, 1.0988], [3.2103, 2.0153, 0.5526], [3.1110, 1.4171, -0.8505], [4.0928, 1.0851, -1.1920], [2.7786, 2.2048, -1.5327], [2.1123, 0.2490, -0.9644], [2.6604, -1.1338, -0.5418], [3.6047, -1.2392, 0.6575], [3.9503, -2.5829, 0.9114], [4.3443, -2.9600, 0.1166], [3.1291, -0.8998, 1.5776], [4.5144, -0.6477, 0.4839], [3.1957, -1.5501, -1.4021], [1.8010, -1.7786, -0.3452], [1.8862, 0.1359, -2.0331], [3.7168, 1.3270, 1.2280], [3.8037, 2.9319, 0.5087], [1.8811, 2.6536, 2.1340], [1.3541, 3.1144, 0.5162], [1.3996, 0.2730, 1.6485], [-0.0453, 1.2537, 1.4041], [-0.1253, 0.8033, -2.1360], [0.2126, 2.3250, -1.2908], [-5.1949, -1.0376, 0.7561], [-4.4824, -4.1788, -0.5789], [-3.8442, -4.2536, 1.0579], [-5.3711, -3.4169, 0.7464]],
  "smiles": "Cc1ccc2c(CN3CCCC[C@H]3CCO)cc(=O)oc2c1",
  "charge": 0,
  "lumo_energy_ha": 0.0042,
  "e_homo_ev": -8.5
}

---

Arrangement 2

{
  "formula": "C18H23NO3",
  "method": "ωB97M-V/def2-TZVPD",
  "species": ["C", "C", "C", "H", "C", "C", "O", "N", "C", "H", "C", "C", "H", "H", "C", "C", "O", "C", "C", "C", "C", "C", "C", "H", "O", "C", "H", "H", "H", "H", "H", "H", "H", "C", "H", "H", "H", "H", "H", "H", "H", "H", "H", "H", "H"],
  "xyz": [[-3.8239, -1.4664, -1.7568], [-3.8784, -1.6683, -0.4540], [-2.8753, -2.4688, 0.3141], [-2.2850, -3.0800, -0.3710], [-1.9091, -1.5766, 1.1157], [-0.9833, -0.8449, 0.1604], [0.0297, -1.3970, -0.2403], [-1.3328, 0.3856, -0.2782], [-2.4208, 1.2167, 0.1835], [-2.9181, 1.6348, -0.7006], [-1.8738, 2.3486, 1.0539], [-0.8503, 3.1692, 0.2711], [-1.3559, 3.7097, -0.5339], [-0.3856, 3.9012, 0.9337], [0.2345, 2.2784, -0.3422], [1.1743, 1.6772, 0.6956], [0.9330, 1.6689, 1.8801], [2.3730, 1.0146, 0.1221], [3.1901, 1.6116, -0.8307], [4.2749, 0.9102, -1.3306], [4.5156, -0.3891, -0.9337], [3.6869, -1.0036, 0.0081], [2.6439, -0.2759, 0.5659], [1.9978, -0.6999, 1.3157], [3.9690, -2.2933, 0.3136], [3.0299, -3.0031, 1.0928], [2.0235, -2.9080, 0.6750], [3.0315, -2.6571, 2.1315], [3.3470, -4.0444, 1.0610], [5.3375, -0.9554, -1.3427], [4.9281, 1.3770, -2.0530], [3.0113, 2.6261, -1.1536], [0.8341, 2.8603, -1.0477], [-0.4135, 1.1174, -1.1225], [-0.9689, 1.5202, -1.9768], [0.3477, 0.4214, -1.4807], [-1.3924, 1.9249, 1.9353], [-2.6936, 2.9903, 1.3806], [-3.1553, 0.6297, 0.7282], [-1.2729, -2.2220, 1.7245], [-2.4525, -0.9077, 1.7800], [-3.3953, -3.1310, 1.0110], [-4.6804, -1.2352, 0.1318], [-4.5601, -0.8774, -2.2774], [-3.0361, -1.8889, -2.3586]],
  "smiles": "C=CCCC(=O)N1CCC[C@@H](C(=O)c2cccc(OC)c2)C1",
  "charge": 0,
  "lumo_energy_ha": 0.0286,
  "e_homo_ev": -8.4
}

---

What should be chosen as the least stable of them? Choose arrangement 2.

---

Arrangement 1

{
  "formula": "C5H14NO",
  "method": "ωB97M-V/def2-TZVPD",
  "species": ["C", "O", "C", "C", "C", "C", "N", "H", "H", "H", "H", "H", "H", "H", "H", "H", "H", "H", "H", "H", "H"],
  "xyz": [[-1.7686, -0.6987, 0.5872], [-2.8729, -0.3620, -0.2456], [-0.5963, 0.0534, 0.0276], [0.6874, -0.0637, 0.8530], [2.0155, 0.0679, 0.0856], [2.0798, -0.6772, -1.2540], [-1.0305, 1.5147, -0.0549], [-1.9637, -0.4366, 1.6276], [-1.5532, -1.7685, 0.5713], [-3.6289, -0.9037, 0.0238], [-0.4607, -0.2208, -1.0227], [0.6194, -0.9998, 1.4077], [0.5963, 0.7206, 1.6164], [2.7911, -0.2930, 0.7491], [2.1893, 1.1337, -0.0735], [1.3362, -0.2984, -1.9497], [1.9025, -1.7337, -1.0874], [3.0780, -0.5653, -1.6608], [-0.3019, 2.0837, -0.4900], [-1.9039, 1.5562, -0.5877], [-1.2149, 1.8912, 0.8772]],
  "smiles": "CCC[C@H]([NH3+])CO",
  "charge": 1,
  "lumo_energy_ha": -0.1229,
  "e_homo_ev": -15.2
}

---

Arrangement 2

{
  "formula": "C5H14NO",
  "method": "ωB97M-V/def2-TZVPD",
  "species": ["C", "C", "C", "C", "C", "O", "N", "H", "H", "H", "H", "H", "H", "H", "H", "H", "H", "H", "H", "H", "H"],
  "xyz": [[2.1105, -0.7696, 1.4053], [0.8050, -0.5080, 0.6029], [0.1077, 0.7771, 1.0532], [-1.2745, 1.0894, 0.3944], [-1.9861, 0.0972, -0.5631], [-1.2485, -0.1563, -1.7388], [1.2145, -0.4443, -0.8787], [2.8199, 0.0362, 1.2304], [2.3917, -1.8079, 1.2253], [1.8676, -0.7753, 2.4490], [0.1320, -1.3748, 0.6664], [0.8140, 1.5928, 0.8808], [-0.0945, 0.7099, 2.0946], [-1.3044, 2.0298, -0.1786], [-2.0084, 1.2925, 1.1680], [-2.0777, -0.8657, -0.0497], [-2.9662, 0.5062, -0.7485], [-1.5522, 0.4193, -2.4557], [0.5933, 0.1491, -1.4370], [1.1389, -1.3650, -1.3157], [2.1845, -0.1628, -0.9408]],
  "smiles": "C[C@H]([NH3+])CCCO",
  "charge": 1,
  "lumo_energy_ha": -0.1143,
  "e_homo_ev": -14.6
}

---

Arrangement 3

{
  "formula": "C5H14NO",
  "method": "ωB97M-V/def2-TZVPD",
  "species": ["C", "C", "N", "H", "H", "H", "H", "H", "H", "C", "C", "C", "O", "H", "H", "H", "H", "H", "H", "H", "H"],
  "xyz": [[-0.0104, 2.2131, 0.3654], [0.4442, 3.0046, 1.3101], [-1.1565, 1.3062, 0.5734], [0.3822, 2.0555, -0.6272], [1.2720, 3.6824, 1.1582], [-0.0054, 3.0707, 2.2954], [-1.6679, 1.5935, 1.4044], [-1.7810, 1.4143, -0.2286], [-0.7811, 0.2676, 0.6860], [1.5906, -1.9679, -0.7515], [0.0829, -1.8256, -0.5108], [-0.6439, -1.1225, -1.6470], [-0.1701, -1.1387, 0.7523], [1.9769, -2.5071, 0.1184], [2.0796, -0.9914, -0.7684], [1.8027, -2.5520, -1.6404], [-0.3285, -2.8343, -0.4469], [-0.6826, -1.7148, -2.5569], [-0.2607, -0.1394, -1.9183], [-1.6775, -0.9926, -1.3077], [0.5791, -1.3482, 1.3196]],
  "charge": 1,
  "lumo_energy_ha": -0.1094,
  "e_homo_ev": -15.0
}

---

What should be chosen as the least stable of them? Choose arrangement 3.

---

Arrangement 1

{
  "formula": "C5H14NO",
  "method": "ωB97M-V/def2-TZVPD",
  "species": ["C", "C", "N", "C", "C", "C", "H", "H", "H", "H", "H", "H", "H", "H", "H", "H", "H", "H", "H", "H", "O"],
  "xyz": [[1.7155, 0.8679, -0.8652], [0.4606, 0.2965, -0.2325], [-0.6967, 1.2192, -0.5396], [-1.9470, 0.3322, -0.8468], [-1.4914, -1.0642, -0.5174], [0.0310, -1.0429, -0.8204], [2.1011, 1.7853, -0.4203], [1.5862, 1.0375, -1.9336], [2.5599, 0.1895, -0.7580], [0.5942, 0.1749, 0.8451], [-0.5167, 1.7375, -1.3923], [-0.8554, 1.9168, 0.1914], [-2.8184, 0.7264, -0.3331], [-2.0331, 0.4859, -1.9212], [-1.6798, -1.4114, 0.4850], [-1.9449, -1.7638, -1.2062], [0.2467, -1.2844, -1.8578], [0.4568, -1.8401, -0.2079], [2.1358, -1.0340, 3.7603], [0.8311, -0.6764, 4.7113], [1.2645, -0.6526, 3.8595]],
  "charge": 1,
  "lumo_energy_ha": -0.1141,
  "e_homo_ev": -14.3
}

---

Arrangement 2

{
  "formula": "C5H14NO",
  "method": "ωB97M-V/def2-TZVPD",
  "species": ["C", "C", "C", "C", "C", "N", "H", "H", "H", "H", "H", "H", "H", "H", "H", "H", "H", "H", "H", "H", "O"],
  "xyz": [[-1.7588, -0.3369, 1.7896], [-0.7293, 0.6597, 1.2678], [-0.9401, 0.9714, -0.2194], [0.1167, 0.4569, -1.2158], [2.4749, 1.0121, -1.2023], [1.4816, 0.4559, -0.6590], [-1.8496, -1.1887, 1.1042], [-1.5193, -0.7336, 2.7749], [-2.7454, 0.1216, 1.7983], [-0.8739, 1.5903, 1.8089], [0.2566, 0.3283, 1.5004], [-1.8890, 0.6487, -0.6139], [-1.0025, 2.0347, -0.3653], [-0.1278, -0.5529, -1.4957], [0.2066, 1.0079, -2.1465], [3.4922, 0.9430, -0.8361], [2.4045, 1.6407, -2.0836], [1.6315, -0.1403, 0.1503], [1.0666, -2.9836, 0.0304], [-0.2991, -3.1048, -0.5846], [0.6037, -2.8303, -0.8025]],
  "charge": 1,
  "lumo_energy_ha": -0.1781,
  "e_homo_ev": -15.2
}

---

Arrangement 3

{
  "formula": "C5H14NO",
  "method": "ωB97M-V/def2-TZVPD",
  "species": ["O", "C", "C", "H", "H", "H", "H", "C", "C", "C", "N", "H", "H", "H", "H", "H", "H", "H", "H", "H", "H"],
  "xyz": [[-1.7446, -0.0279, -1.3900], [-0.9325, -0.9031, -1.7501], [-0.5918, -1.2101, -3.1934], [-0.4413, -1.5673, -1.0221], [0.4142, -1.6098, -3.3177], [-0.7005, -0.2921, -3.7747], [-1.2875, -2.0396, -3.5223], [-0.3393, 0.3859, 1.4880], [1.0477, 0.6651, 1.0405], [2.0421, -0.2800, 1.6977], [-1.3158, 1.3121, 0.8688], [-0.5838, -0.6736, 1.2616], [-0.3049, 0.5979, 2.5335], [1.3000, 1.6597, 1.3164], [1.0628, 0.7389, -0.1404], [2.0099, -0.2501, 2.7937], [1.8791, -1.2848, 1.4089], [3.0621, 0.0921, 1.4890], [-0.8791, 2.2451, 0.9484], [-1.5009, 1.0825, -0.1345], [-2.1960, 1.3591, 1.3987]],
  "charge": 1,
  "lumo_energy_ha": -0.1174,
  "e_homo_ev": -14.4
}

---

Arrangement 4

{
  "formula": "C5H14NO",
  "method": "ωB97M-V/def2-TZVPD",
  "species": ["C", "C", "C", "C", "C", "N", "O", "H", "H", "H", "H", "H", "H", "H", "H", "H", "H", "H", "H", "H", "H"],
  "xyz": [[-2.1885, -0.8368, 0.0417], [0.1778, 0.1403, -1.3413], [2.0370, -1.0860, 0.5410], [-1.4123, 0.3601, 0.6163], [0.1365, 0.2359, 0.1534], [0.9429, 1.5923, 0.5339], [0.6477, -0.8315, 0.8962], [-1.7197, -1.9030, 0.1383], [-2.1104, -0.8394, -1.0908], [-3.2520, -0.9495, 0.3818], [1.0563, 0.7403, -1.7665], [0.4002, -0.8737, -1.5534], [-0.5724, 0.6418, -1.8948], [2.2026, -2.0500, 0.8263], [2.6286, -0.4890, 1.1701], [2.1646, -0.8616, -0.4623], [-1.7776, 1.3123, 0.2739], [-1.3624, 0.4863, 1.6701], [0.4398, 1.9725, 1.3470], [1.8513, 1.2163, 0.8876], [0.9935, 2.1227, -0.3005]],
  "smiles": "CC[C@@](C)([NH3+])OC",
  "charge": 1,
  "lumo_energy_ha": -0.1246,
  "e_homo_ev": -15.1
}

---

What should be chosen as the least stable of them? Choose arrangement 4.